(1)
32
Properties=species:S:1:pos:R:3:mulliken_spin:R:1 method="wB97M-V/def2-TZVPD" spin_multiplicity=3 e_homo_ev="-5.03 / -9.64" energy_ev=-31073.5338 lumo_energy_ev="0.74 / -2.09" orbital_gap_ev="5.77 / 7.55"
Ag -1.4444 -0.7429 -2.6938 1.518
P -0.5155 0.9585 0.3702 -0.118
O -1.0170 0.4218 -0.8792 -0.197
O -1.3309 0.5542 1.7189 0.000
O -0.6435 -2.6493 -1.8288 0.691
O -0.4417 2.5883 0.4226 -0.012
O 0.9797 0.5194 0.8327 0.012
C -3.5450 -0.3463 1.7536 0.000
C 0.3369 -3.6820 -1.9464 -0.026
C -2.0475 -0.6789 1.8172 -0.001
C 1.5563 3.8839 0.2320 0.002
C 0.3495 3.2772 -0.5609 0.005
C 1.5543 -0.7489 0.6138 0.002
C 2.4950 -0.9497 -0.5538 -0.005
H -3.9620 -0.3671 0.7468 0.005
H 1.9711 -1.3138 1.4476 -0.001
H -4.0801 -1.0270 2.4157 0.000
H 0.8424 -3.6341 -2.9109 0.044
H 2.7288 -1.9826 -0.8116 0.002
H 2.3196 4.3035 -0.4234 0.000
H 1.1846 4.6604 0.9006 0.000
H 0.7262 2.5990 -1.3264 0.009
H -3.7074 0.6527 2.1581 0.000
H -1.6120 -1.3272 2.5775 0.000
H -1.9174 -1.2942 0.9270 0.007
H 2.0820 3.1275 0.8147 0.000
H 1.1111 -3.8043 -1.1890 -0.003
H -0.2299 4.0623 -1.0468 -0.001
H 2.1905 -0.5594 -1.5249 0.017
H 0.7577 -1.3973 0.2490 -0.002
H -0.1041 -4.6762 -2.0181 0.050
H 3.4128 -0.4274 -0.2840 0.001

---

(2)
23
Properties=species:S:1:pos:R:3:mulliken_spin:R:1 method="wB97M-V/def2-TZVPD" spin_multiplicity=2 e_homo_ev="3.56 / -1.15" energy_ev=-15651.4514 de_lowest_kcal_mol=16.4 total_charge=-2 lumo_energy_ev="5.42 / 5.37" orbital_gap_ev="1.86 / 6.52"
O -2.5439 1.0660 1.4003 -0.002
O -4.6226 0.7110 0.7048 -0.004
O -1.2830 1.2019 -0.6244 -0.073
C 0.7798 1.2935 -1.6846 -0.362
C 3.8539 -1.0102 -1.5138 2.538
C -0.0265 0.8681 -0.5783 0.412
C 2.0498 0.7505 -1.8846 2.105
C -3.7628 -0.5330 2.6462 0.038
C 0.6170 -0.0512 0.3041 -0.017
C -3.6961 0.5087 1.5050 0.007
C 1.7333 -0.7408 -0.1281 1.850
C 2.5833 -0.3310 -1.1727 -4.514
H 2.0415 -1.5617 0.5073 0.115
H 0.0117 -0.5968 1.0422 0.075
H 2.6401 1.1566 -2.6924 0.249
H 4.4467 -0.4686 -2.2761 -0.711
H -4.5559 -1.2425 2.7909 -0.005
H 3.7584 -2.0424 -1.8504 -0.396
H -2.0354 1.0913 0.2597 0.007
H 0.2890 1.8118 -2.5060 -0.008
H -4.0420 -0.0499 3.6190 -0.005
H 4.4704 -1.0373 -0.5859 -0.292
H -2.7068 -0.7940 2.7178 -0.007

---

(3)
12
Properties=species:S:1:pos:R:3:nbo_charge:R:1 method="wB97M-V/def2-TZVPD" e_homo_ev=-9.85 energy_ev=-8339.6944 de_lowest_kcal_mol=17.7 lumo_energy_ev=0.73 orbital_gap_ev=10.58
O -2.4516 -1.5658 -0.1525 -0.507
O -0.1696 1.8204 -0.1370 -0.537
C -1.8707 -0.5177 -0.0073 0.447
C 1.6654 0.3654 -0.6217 -0.720
C -0.4868 -0.4079 0.6072 -0.629
C 0.3113 0.7107 -0.0494 0.599
H -0.6338 -0.1200 1.6575 0.267
H 2.2765 1.2649 -0.7208 0.242
H 2.1853 -0.3850 -0.0196 0.226
H 0.0052 -1.3842 0.5853 0.236
H 1.5193 -0.0653 -1.6209 0.245
H -2.3205 0.4465 -0.3157 0.132

---

(4)
19
Properties=species:S:1:pos:R:3:mulliken_spin:R:1 method="wB97M-V/def2-TZVPD" spin_multiplicity=3 e_homo_ev="-3.92 / -7.67" energy_ev=-12517.4028 de_lowest_kcal_mol=59.3 lumo_energy_ev="0.20 / -3.13" orbital_gap_ev="4.12 / 4.54"
O 1.0753 -1.7996 -0.8707 0.092
O 1.0343 1.7847 -0.9156 0.098
O 2.9734 -0.1198 0.2653 0.278
C -1.9276 0.0986 -1.2333 0.053
C 2.2226 -0.0570 1.1978 0.798
C 0.4039 0.6548 -0.5400 0.390
C -0.8937 0.0393 -0.1708 -0.107
C -1.3799 0.0523 1.2572 0.103
C 0.4784 -0.6264 -0.5916 0.399
H -1.5478 -0.3548 -2.0962 -0.004
H 1.6578 -0.9772 1.6415 -0.044
H 1.8137 0.8538 1.7900 -0.026
H -2.1390 0.7691 1.3486 -0.005
H 1.8086 -1.7277 -1.5567 0.000
H -1.7985 -0.9617 1.6897 0.000
H -0.6426 0.2077 2.0417 -0.019
H 2.0245 1.6883 -0.8095 0.000
H -2.4289 1.0537 -1.4024 -0.003
H -2.7344 -0.5782 -1.0450 -0.004